(1)
ORCA calculation (ωB97M-V/def2-TZVPD) on the molecule C11H12.

Properties
Charge = 0
HOMO (spin up / spin down) = -7.2 / -7.2 eV
LUMO level (spin up / spin down) = -0.5 / -0.6 eV

Geometry (Å):
C1 -3.1200 -0.5920 0.5511
C2 -1.8116 -0.4966 0.5082
C3 -0.9848 0.4634 -0.0919
C4 -1.8031 1.6983 -0.3623
C5 0.4347 0.3200 -0.0530
C6 1.3357 1.4326 -0.0656
C7 2.6870 1.1401 0.2412
C8 3.1730 -0.2391 0.2013
C9 2.3495 -1.2869 0.1353
C10 1.0071 -0.9714 -0.1814
C11 0.2644 -2.0516 -0.6433
H1 -3.7065 -1.1875 1.3070
H2 -3.7726 0.2082 0.1858
H3 -1.2813 -1.3584 0.9996
H4 -1.2539 2.4111 -0.9293
H5 -2.3132 2.1993 0.5528
H6 -2.6294 1.4842 -1.1086
H7 1.2190 2.4960 -0.1903
H8 3.3647 1.9384 0.2035
H9 4.2356 -0.1511 0.4817
H10 2.5696 -2.3899 0.1528
H11 -0.6590 -2.0317 -1.1492
H12 0.6951 -3.0354 -0.7456

---

(2)
ORCA calculation (ωB97M-V/def2-TZVPD) on the molecule C11H12.

Properties
Charge = 0
HOMO = -8.2 eV
LUMO level = 0.1 eV

Geometry (Å):
C1 -3.8365 1.5636 -0.3465
C2 -3.1319 0.6054 -0.5128
C3 -2.0649 -0.2513 -0.4762
C4 -1.6766 -0.9065 0.6149
C5 -0.7261 -2.0890 0.6539
C6 0.4475 -2.2288 0.0125
C7 1.2084 -1.2060 -0.7128
C8 1.6130 0.0371 -0.3024
C9 2.2414 0.9426 -1.3257
C10 1.0574 0.6129 0.9220
C11 1.2869 1.8000 1.4392
H1 -4.7599 2.0345 -0.2079
H2 -1.4786 -0.4355 -1.3043
H3 -2.4270 -0.6799 1.3465
H4 -0.9529 -3.0020 1.1545
H5 0.7999 -3.1539 0.1171
H6 1.5177 -1.7164 -1.5262
H7 3.2565 1.3962 -0.8479
H8 1.7049 1.8684 -1.3822
H9 2.5020 0.3832 -2.1887
H10 0.5057 -0.1514 1.5470
H11 0.8544 1.9946 2.3315
H12 2.0588 2.5819 0.9944

---

(3)
ORCA calculation (ωB97M-V/def2-TZVPD) on C11H12AsF3N2O4S6Zn as an isolated structure.

Properties
Charge = -2
HOMO = -1.7 eV
LUMO level = 4.1 eV

Geometry (Å):
Zn1 -0.7449 0.8437 1.3103
S1 1.8645 3.0858 2.7817
As1 -0.3647 3.0305 3.1484
S2 -0.6857 0.9688 3.7543
S3 -1.2981 3.1625 1.1849
S4 -0.8049 4.5731 4.5043
N1 3.9916 1.7395 -2.9036
C1 3.6272 1.6049 -1.8110
C2 3.1866 1.4412 -0.4790
C3 4.1007 1.3101 0.6301
C4 3.6192 1.1879 1.8741
C5 2.1538 1.3091 2.1331
N2 1.3247 1.0274 0.9859
C6 1.8348 1.2426 -0.2011
H1 5.1664 1.2719 0.4335
H2 4.2733 1.0737 2.7291
H3 1.8186 0.7187 2.9805
H4 1.1348 1.2244 -1.0309
O1 -1.0382 0.2266 -0.8474
S5 -0.2168 -0.9548 -1.3141
C7 0.3902 -0.4334 -2.9592
C8 -0.3822 -1.2097 -4.0287
C9 -1.7354 -1.5539 -3.4055
C10 -1.3948 -2.1199 -2.0377
H5 1.4703 -0.5680 -2.9942
H6 0.1713 0.6337 -2.9799
H7 0.1494 -2.1322 -4.2781
H8 -0.4798 -0.6264 -4.9455
H9 -2.3198 -2.2493 -4.0101
H10 -2.3249 -0.6444 -3.2688
H11 -0.8711 -3.0776 -2.1071
H12 -2.2253 -2.2077 -1.3355
F1 -2.0291 -2.3262 3.8190
C11 -3.1254 -2.0340 3.1206
F2 -3.8583 -3.1614 3.0439
F3 -3.8365 -1.1421 3.8078
S6 -2.7075 -1.4009 1.4110
O2 -2.9210 0.0368 1.4795
O3 -3.6149 -2.1271 0.5480
O4 -1.2979 -1.7441 1.2572

---

(4)
ORCA calculation (ωB97M-V/def2-TZVPD) on C11H12BBrIN5V as an isolated structure.

Properties
Spin multiplicity = 2
Charge = +2
HOMO (spin up / spin down) = -16.2 / -16.2 eV
LUMO level (spin up / spin down) = -9.5 / -8.8 eV

Geometry (Å):
V1 0.1687 -0.1774 -1.1336
B1 -1.6047 0.3198 0.7293
N1 -2.4535 0.1194 -0.5445
C1 -3.7569 0.2131 -0.9107
C2 -3.8730 -0.2770 -2.1919
C3 -2.5546 -0.5139 -2.6691
N2 -1.6961 -0.2622 -1.6452
N3 -0.8344 1.6125 0.6440
C4 -0.5854 2.7584 1.2937
C5 0.4970 3.4633 0.7857
C6 0.9235 2.6548 -0.2650
N4 0.1743 1.5489 -0.3138
H1 -0.7709 -0.6571 0.4716
H2 -2.1885 0.1174 1.7384
H3 -4.3775 0.5968 -0.1920
H4 -4.8358 -0.5045 -2.7071
H5 -2.1143 -0.8778 -3.6011
H6 -1.2229 3.1259 2.0806
H7 0.9877 4.3756 1.2263
H8 1.8100 2.7462 -0.9505
I1 0.1583 -2.9660 -1.1784
C7 1.5588 -2.2795 0.1609
C8 2.3060 -3.1077 0.9636
C9 3.2817 -2.5296 1.7160
C10 3.3529 -1.1293 1.7956
C11 2.4669 -0.4318 1.0173
N5 1.5667 -0.9810 0.1650
H9 2.2121 -4.1521 0.8386
H10 3.8590 -3.1376 2.3242
H11 4.1104 -0.6558 2.4215
H12 2.4993 0.6469 1.0628
Br1 0.9355 0.3415 -3.1322

---

(5)
ORCA calculation (ωB97M-V/def2-TZVPD) on a 2-piece molecular cluster, C11H12Cl2O overall.

Properties
Charge = 0
HOMO = -8.3 eV
LUMO level = 0.4 eV

Geometry (Å):
C1 -1.2928 2.0616 -2.3335
C2 -1.6490 0.7462 -2.2688
C3 -0.8337 2.6888 -1.1741
C4 -1.5542 0.0586 -1.0996
C5 -0.8098 2.0335 0.0919
C6 -1.0444 0.6571 0.1040
C7 1.6233 -1.6825 -1.4098
C8 1.0556 -1.9108 -0.1615
C9 1.4383 -1.3306 2.4148
C10 -0.8543 -0.2035 1.3476
C11 1.0621 -0.9145 0.9916
O1 1.5861 0.4107 0.6431
Cl1 -1.7464 -1.6894 1.4251
Cl2 -0.9212 0.5245 2.9241
H1 -1.4113 2.5618 -3.2098
H2 -2.1295 0.1927 -3.0910
H3 -0.5132 3.6618 -1.0338
H4 -2.0604 -0.9294 -0.9339
H5 -0.4072 2.5984 0.8282
H6 1.6106 -2.4239 -2.2449
H7 2.4738 -0.9744 -1.3541
H8 0.1801 -2.5604 -0.0621
H9 1.6299 -0.5350 3.1417
H10 0.5951 -1.9740 2.6446
H11 2.3016 -1.9482 2.3169
H12 1.6708 0.8806 1.5033

---

(6)
ORCA calculation (ωB97M-V/def2-TZVPD) on C11H12Cl2Ti as an isolated structure.

Properties
Spin multiplicity = 2
Charge = -1
HOMO (spin up / spin down) = -2.5 / -2.5 eV
LUMO level (spin up / spin down) = 2.2 / 2.1 eV

Geometry (Å):
C1 1.7197 0.9271 -2.6241
C2 0.6728 -0.0670 -2.4590
C3 0.9573 -0.8227 -1.2851
H1 0.0242 -0.3890 -3.2668
C4 2.0728 -0.2274 -0.6433
C5 2.5824 0.8258 -1.4746
H2 3.5116 1.3559 -1.3494
H3 1.9609 1.4612 -3.5341
H4 0.5381 -1.8142 -1.0416
H5 2.6405 -0.6866 0.1574
Ti1 0.6793 1.7635 -0.9514
Cl1 -1.2879 2.2790 -1.7658
C6 -2.5196 -0.3601 2.0095
C7 -1.4360 -1.1677 2.5032
C8 -1.1693 -2.1770 1.5241
H6 -0.9070 -1.0272 3.4473
C9 -2.1692 -2.0832 0.4940
C10 -2.9765 -0.9310 0.7700
H7 -3.7624 -0.5323 0.1284
H8 -2.8908 0.5622 2.4704
H9 -0.4707 -3.0134 1.6627
H10 -2.3020 -2.7682 -0.3537
Cl2 1.9914 1.0517 1.8734
C11 1.0086 2.2714 1.0565
H11 0.0133 2.3379 1.5261
H12 1.5183 3.2312 1.1258

---

(7)
ORCA calculation (ωB97M-V/def2-TZVPD) on the molecule C11H12ClN3OS.

Properties
Charge = 0
HOMO = -8.7 eV
LUMO level = 0.4 eV

Geometry (Å):
C1 1.7657 2.2516 1.1104
C2 1.8976 0.9990 0.2997
C3 2.9948 0.1682 0.4805
C4 3.1459 -0.9794 -0.2770
Cl1 4.5218 -1.9931 -0.0190
C5 2.2180 -1.3182 -1.2468
C6 1.1203 -0.5000 -1.4296
C7 0.9454 0.6440 -0.6598
O1 -0.1667 1.4302 -0.9062
C8 -1.2066 1.3303 0.0638
C9 -2.3893 2.1327 -0.4645
C10 -1.5686 -0.0964 0.3105
N1 -1.3143 -0.7233 1.3951
N2 -1.6805 -1.9982 1.4069
C11 -2.2213 -2.3880 0.3010
N3 -2.6101 -3.6522 0.0406
S1 -2.3385 -1.1101 -0.9126
H1 1.2604 2.0408 2.0535
H2 1.1925 2.9974 0.5645
H3 2.7482 2.6576 1.3394
H4 3.7392 0.4237 1.2192
H5 2.3488 -2.2071 -1.8430
H6 0.3829 -0.7374 -2.1815
H7 -0.8708 1.7352 1.0296
H8 -3.2057 2.1067 0.2520
H9 -2.0833 3.1620 -0.6280
H10 -2.7227 1.7142 -1.4112
H11 -3.2493 -3.8150 -0.7174
H12 -2.6540 -4.2750 0.8299

---

(8)
ORCA calculation (ωB97M-V/def2-TZVPD) on a 3-piece molecular cluster, C11H12FNO4 overall.

Properties
Charge = 0
HOMO = -7.1 eV
LUMO level = -3.5 eV

Geometry (Å):
F1 -0.7920 -1.1973 -1.0577
N1 -1.6163 -2.3972 -2.0068
C1 -2.5958 -2.0542 -2.8459
C2 -3.3405 -3.0106 -3.5461
C3 -3.0533 -4.3660 -3.3791
C4 -2.0005 -4.6995 -2.5255
C5 -1.2991 -3.6859 -1.8636
H1 -2.8188 -1.0020 -2.9822
H2 -4.1443 -2.6975 -4.2111
H3 -3.6372 -5.1428 -3.8957
H4 -1.7288 -5.7425 -2.3680
H5 -0.4756 -3.9464 -1.2083
C6 2.8537 3.2244 1.3783
C7 1.7570 2.7189 2.3109
C8 1.8351 3.5112 3.6286
O1 0.4573 2.9270 1.7616
C9 0.0235 2.0613 0.7422
O2 -0.8694 2.4698 0.0307
C10 0.6401 0.7802 0.6689
C11 1.5839 0.3840 1.6613
O3 2.0899 -0.7081 1.7740
O4 1.9333 1.3398 2.6319
H6 2.8509 2.6934 0.4193
H7 2.7030 4.2957 1.1955
H8 3.8292 3.0862 1.8616
H9 1.0570 3.1614 4.3139
H10 2.8131 3.3672 4.1001
H11 1.6844 4.5787 3.4364
H12 0.2604 0.0508 -0.0250

---

(9)
ORCA calculation (ωB97M-V/def2-TZVPD) on the molecule C11H12N2O3S.

Properties
Charge = 0
HOMO = -9.3 eV
LUMO level = -0.1 eV

Geometry (Å):
O1 -1.7142 3.5756 -0.2238
S1 -1.6808 2.3464 0.5112
O2 -2.7264 2.1078 1.4592
N1 -1.5530 1.0485 -0.5111
C1 -0.4301 0.4300 -0.3548
N2 -0.1594 -0.6706 -1.0815
C2 -1.1503 -1.1124 -2.0429
C3 -2.0227 -2.2111 -1.4222
O3 -1.2721 -3.0506 -0.5580
C4 0.0878 -3.0943 -0.8922
C5 0.7494 -1.7200 -0.6575
C6 0.5393 1.0434 0.5878
C7 1.8800 0.7688 0.8333
C8 2.5643 1.5446 1.7592
C9 1.9442 2.5884 2.4274
C10 0.6198 2.9037 2.1475
C11 -0.0467 2.1259 1.2341
H1 -0.6193 -1.4839 -2.9246
H2 -1.7641 -0.2564 -2.3165
H3 -2.8068 -1.7679 -0.8048
H4 -2.4845 -2.8147 -2.2169
H5 0.5393 -3.8382 -0.2332
H6 0.2261 -3.4222 -1.9324
H7 1.6910 -1.6664 -1.2193
H8 0.9510 -1.6108 0.4088
H9 2.4130 -0.0039 0.3044
H10 3.6049 1.3321 1.9537
H11 2.4979 3.1722 3.1465
H12 0.1223 3.7360 2.6187

---

(10)
ORCA calculation (ωB97M-V/def2-TZVPD) on the molecule C11H12N2O3S.

Properties
Charge = 0
HOMO = -8.7 eV
LUMO level = 0.6 eV

Geometry (Å):
C1 3.3298 1.9635 -0.2102
O1 2.4225 0.8795 -0.3537
C2 1.3836 0.8266 0.5045
O2 1.2082 1.6522 1.3749
C3 0.4999 -0.3159 0.2970
C4 0.6494 -1.3094 -0.6107
C5 1.7321 -1.4025 -1.6334
N1 -0.2528 -2.3437 -0.6078
C6 -1.0890 -2.6533 0.4631
O3 -1.6710 -3.7132 0.5083
N2 -1.1229 -1.7108 1.4297
C7 -0.7229 -0.3393 1.1979
C8 -1.8204 0.4803 0.5586
C9 -1.8663 1.8975 0.6407
C10 -2.9111 2.4255 -0.0400
S1 -3.8705 1.2130 -0.7953
C11 -2.8401 -0.0216 -0.1882
H1 3.0301 2.5900 0.6318
H2 4.3266 1.5564 -0.0391
H3 3.3208 2.5461 -1.1320
H4 1.7327 -0.5176 -2.2649
H5 2.7044 -1.4516 -1.1483
H6 1.6002 -2.2856 -2.2544
H7 -0.1522 -3.0852 -1.2869
H8 -1.7746 -1.8821 2.1804
H9 -0.4585 0.1194 2.1574
H10 -1.1367 2.4719 1.1812
H11 -3.1877 3.4553 -0.1458
H12 -3.0637 -1.0455 -0.4149

---

(11)
ORCA calculation (ωB97M-V/def2-TZVPD) on an isolated ion of composition C11H12NO and charge +1.

Properties
Charge = +1
HOMO = -12.3 eV
LUMO level = -4.4 eV

Geometry (Å):
C1 1.0204 -2.1968 1.9016
N1 0.4268 -1.1127 1.0482
C2 -0.9812 -0.8772 1.3408
C3 -1.6553 0.0809 0.6397
C4 -0.9140 0.8724 -0.3699
C5 -1.4735 2.2057 -0.7009
O1 -1.4991 2.4709 -2.1278
C6 0.0547 0.2498 -0.9911
C7 1.0260 0.9027 -1.8434
C8 2.2461 0.4943 -2.2031
C9 2.4520 -0.7331 -1.5783
C10 1.7713 -1.5399 -0.9562
C11 0.4132 -1.4200 -0.4202
H1 1.6141 -1.6182 2.5669
H2 0.2207 -2.7786 2.2822
H3 1.5369 -2.7762 1.1378
H4 0.9068 -0.2745 1.0740
H5 -1.5544 -1.4017 2.0563
H6 -2.6581 0.3315 0.9329
H7 -0.9033 3.0170 -0.0969
H8 -2.5059 2.2081 -0.5026
H9 -1.8161 3.3578 -2.3921
H10 0.5952 1.8781 -2.2101
H11 2.6921 0.9167 -3.0510
H12 -0.2361 -2.1433 -0.6717

---

(12)
ORCA calculation (ωB97M-V/def2-TZVPD) on an isolated ion of composition C11H12NO and charge +1.

Properties
Charge = +1
HOMO = -12.7 eV
LUMO level = -3.6 eV

Geometry (Å):
C1 0.8040 -2.1559 1.5221
C2 2.6080 1.9807 -0.2272
C3 1.8049 -1.2499 1.4251
C4 2.8390 0.7912 0.4813
C5 -0.4954 -1.9005 1.0192
C6 1.3522 2.1728 -0.8417
C7 1.7005 -0.0287 0.7479
C8 0.4941 0.3108 0.1215
C9 -0.7666 -0.8292 0.2874
C10 -2.6334 0.6831 0.1347
C11 -2.1125 -0.7141 -1.7796
N1 0.3070 1.4182 -0.6328
O1 -2.0432 -0.5698 -0.3302
H1 0.8683 -3.1143 1.9046
H2 3.2675 2.7347 -0.5759
H3 2.8600 -1.5255 1.8717
H4 3.6853 0.3862 0.9855
H5 -1.4038 -2.5183 1.1009
H6 1.3291 3.1144 -1.4438
H7 -2.2242 0.7614 1.2272
H8 -2.1706 1.6628 -0.3652
H9 -3.6329 0.6985 -0.1467
H10 -1.6500 -1.5799 -2.0572
H11 -3.0685 -0.8146 -2.2265
H12 -1.7189 0.2861 -2.2025

---

Number 1: E_tot -11597.6405 eV, F_max 4.532 eV/A. Number 2: E_tot -11595.4909 eV, F_max 5.261 eV/A. Number 3: E_tot -205197.7260 eV, F_max 0.438 eV/A. Number 4: E_tot -123544.2935 eV, F_max 3.671 eV/A. Number 5: E_tot -38690.5734 eV, F_max 4.805 eV/A. Number 6: E_tot -59760.8840 eV, F_max 2.370 eV/A. Number 7: E_tot -41476.9092 eV, F_max 1.631 eV/A. Number 8: E_tot -23993.2969 eV, F_max 1.348 eV/A. Number 9: E_tot -31558.5743 eV, F_max 0.743 eV/A. Number 10: E_tot -31560.5851 eV, F_max 0.688 eV/A. Number 11: E_tot -15125.4249 eV, F_max 6.618 eV/A. Number 12: E_tot -15128.4989 eV, F_max 6.552 eV/A.